Computed, not measured: an isolated molecule of C4H5N3O3, with ωB97M-V/def2-TZVPD.

Each line ends with the natural charge from an NBO analysis.
Atoms and positions in Å:
C: -0.84 -0.37 -1.04  -0.003
C: 0.31 -1.27 -0.76  0.724
C: 0.87 1.05 0.44  0.716
C: 2.34 0.79 0.87  -0.718
N: -2.42 -1.27 0.44  -0.467
N: 0.37 0.05 -0.41  -0.492
N: -2.21 -0.40 -0.45  0.110
O: -3.05 0.41 -0.82  -0.155
O: 0.86 -2.33 -0.81  -0.489
O: 0.18 1.91 0.85  -0.511
H: -1.06 0.12 -2.09  0.204
H: 2.86 1.77 0.90  0.244
H: 2.97 0.34 0.13  0.242
H: 2.11 0.38 1.81  0.249
H: -3.30 -1.19 0.94  0.348

ΔE to the lowest compared entry with this formula, charge and spin in eV: 2.726
<S²>: 2.010
Spin multiplicity: 3
Kohn-Sham gap (spin up / spin down) in eV: 7.45 / 6.82
Molar mass in g/mol: 143.1
Charge: 0